#A
Below is C7H6N2O3 in the gas phase, with properties calculated with wB97M-V/def2-TZVPD.

The geometry in XYZ format:
```
18
C7H6N2O3, DFT wB97M-V/def2-TZVPD
O 1.3668 -0.4305 -2.1018
O -1.8242 -1.4743 1.3736
O 1.2672 -1.7145 0.2374
N -1.1669 -1.9494 0.4809
N 0.1628 -2.4968 -0.0225
C -0.3812 1.4362 1.1774
C 1.1744 -0.2818 0.2369
C 0.4296 0.3978 1.3685
C -0.9149 -1.9252 -0.7774
C -0.0468 1.3273 -1.2909
C -0.5540 1.9364 -0.1786
C 0.8728 0.1895 -1.1733
H -0.9463 1.9097 2.0007
H -1.2199 2.9151 -0.2477
H 2.3286 0.0946 0.4502
H -1.1478 -1.5273 -1.7154
H -0.0964 1.5647 -2.2845
H 0.6963 0.0285 2.4666
```

Calculated values
* multiplicity: 1
* Kohn-Sham gap: 8.37 eV

#B
Below is 2 unconnected molecules or ions with the total composition C7H6N2O3, with properties calculated with wB97M-V/def2-TZVPD.

The geometry in XYZ format:
```
18
C7H6N2O3, DFT wB97M-V/def2-TZVPD
O -4.6410 1.1432 -0.4409
O -6.5922 0.8888 0.4648
O -3.9611 -1.8003 -0.2718
N -2.8312 -1.4091 -0.2052
N -5.5627 0.4902 -0.0137
C -0.4240 -0.5810 -0.0307
C -1.7175 -1.1335 -0.0526
C 1.0112 1.3401 -0.1848
C -0.2565 0.7953 -0.2237
C 1.9519 -0.8285 0.2394
C 0.6900 -1.3904 0.2016
C 2.1161 0.5334 0.0473
H 3.1045 0.9682 0.0873
H -5.4233 -0.5634 -0.0611
H -1.1220 1.4183 -0.3962
H 0.5575 -2.4508 0.3545
H 2.8079 -1.4608 0.4240
H 1.1447 2.4009 -0.3324
```

Calculated values
* multiplicity: 1
* Kohn-Sham gap: 9.42 eV

#B is favored, and the nearest alternative lies 0.1411 hartree above it.

#A
Below is 2 unconnected molecules or ions with the total composition C3H8N3O, with properties calculated with wB97M-V/def2-TZVPD.

The geometry in XYZ format:
```
15
C3H8N3O, DFT wB97M-V/def2-TZVPD
O 0.9918 -1.2014 1.2884
N 0.3235 -0.3145 0.4569
N 2.3393 0.5677 -0.2868
N -2.2602 -1.0324 0.6286
C -3.2544 -1.5330 0.5890
C 0.9999 0.4988 -0.2907
C 0.1420 1.3849 -1.0199
H -0.7754 -0.3858 0.4422
H -4.2070 -2.1212 0.5065
H 2.8372 -0.0569 0.2261
H 0.2462 2.4102 -0.6686
H 0.2268 1.3476 -2.0949
H 2.8085 1.3514 -0.7154
H -0.8100 0.9203 -0.7290
H 0.3920 -1.8356 1.6676
```

Calculated values
* multiplicity: 1
* Kohn-Sham gap: 11.56 eV
* net charge: +1

#B
Below is a gas-phase ion, C3H8N3O (charge +1), with properties calculated with wB97M-V/def2-TZVPD.

The geometry in XYZ format:
```
15
C3H8N3O, DFT wB97M-V/def2-TZVPD
O -3.2886 0.4168 -0.2499
N -0.4779 -1.4285 0.3685
N 0.1844 -0.9307 -0.7655
N -2.2399 -0.1759 -0.4075
C -1.4539 -0.4959 0.7042
C -0.2222 1.2304 0.2843
C 0.8072 0.4492 -0.4395
H -0.0154 1.5561 1.2896
H 1.6945 0.2643 0.1674
H -0.8532 1.8903 -0.2895
H 1.0892 0.9018 -1.3891
H -0.6106 -0.7502 -1.4259
H 0.1291 -1.7354 1.1240
H -1.8291 -0.4755 1.7213
H 0.8579 -1.5947 -1.1703
```

Calculated values
* multiplicity: 1
* Kohn-Sham gap: 8.57 eV
* net charge: +1

#C
Below is a gas-phase ion, C3H8N3O (charge +1), with properties calculated with wB97M-V/def2-TZVPD.

The geometry in XYZ format:
```
15
C3H8N3O, DFT wB97M-V/def2-TZVPD
O -1.4826 0.1014 -1.0725
N -2.1954 -1.2520 0.6036
N -1.4381 -0.7005 1.3069
N 0.7410 0.1256 -0.3952
C -0.6984 0.5441 -0.1845
C 1.5561 -0.0338 0.8969
C -2.3138 -1.0683 -0.7527
H 1.3273 0.6598 -1.1017
H 1.3203 -1.0770 1.3003
H -0.8382 1.5435 0.1065
H -2.0209 -1.9659 -1.1623
H 0.5354 -0.7682 -0.8273
H 2.6051 -0.0355 0.6996
H -3.3502 -0.8429 -1.0236
H 1.1762 0.8103 1.4023
```

Calculated values
* multiplicity: 1
* Kohn-Sham gap: 9.95 eV
* net charge: +1

#A is favored, and the nearest alternative lies 0.0707 hartree above it.

#A
Below is a molecular structure, C16H27BBaN11, with properties calculated with wB97M-V/def2-TZVPD.

The geometry in XYZ format:
```
56
C16H27BBaN11, DFT wB97M-V/def2-TZVPD
Ba 0.6667 -1.9736 -0.8814
N 3.3807 -2.2054 -2.0152
N 1.7724 0.6014 -0.8929
N 0.8048 -1.0742 -3.5690
N 0.2902 -1.2917 1.6919
N 3.3045 -2.5247 -0.5280
N -1.3451 -0.4367 3.2242
N 1.0927 1.5588 -1.5199
N -0.2776 0.9089 1.6505
N -1.2207 0.9101 -1.9040
N -1.4191 -0.2419 -1.1462
N 0.4808 0.2700 -3.6807
C 2.3360 2.5780 0.0200
C 0.8557 -1.4945 -4.8052
C -2.5447 -0.0454 -0.4979
C -1.0673 2.0976 1.8655
C -0.3885 -0.3117 2.2229
C -3.1463 1.1434 -0.8781
C 0.4024 0.6146 -4.9553
C 0.3071 -2.5688 2.4564
C 2.5181 1.1864 0.0158
C 1.4441 2.7859 -1.0115
C -2.2519 1.7457 2.7671
C -1.7900 0.7819 3.8850
C -2.2652 1.6897 -1.8065
C -1.2928 -1.6481 4.1103
C 0.6513 -0.4690 -5.7569
C -1.0524 -2.7667 3.1448
B 0.0447 1.3061 -2.5988
H -0.9189 1.1468 4.4370
H -2.7596 2.5881 3.2058
H 2.9259 3.3244 0.6095
H 1.1322 -2.5724 3.1738
H -2.9323 -0.6938 0.1873
H 0.3072 0.9003 0.8257
H -1.8334 -2.6606 2.3733
H 4.2738 -2.4657 -2.3899
H 0.4414 -3.4159 1.7968
H 1.1382 -2.5230 -4.9156
H -0.6207 -1.5930 4.9485
H -0.4947 2.8929 2.2604
H -2.3011 -1.7055 4.4878
H -1.0025 -3.7133 3.6873
H -2.3197 2.7030 -2.2156
H 0.1759 1.6556 -5.2082
H 3.3162 -1.1846 -2.0625
H -2.5655 0.6309 4.6114
H -0.2040 2.3683 -3.1691
H 0.8713 3.6964 -1.3226
H 0.8225 -0.5904 -6.8067
H 4.1019 -2.1008 0.0058
H -3.0134 1.1825 2.2451
H 3.4185 -3.5295 -0.4196
H 3.1420 0.5478 0.6264
H -3.9939 1.5967 -0.4754
H -1.3979 2.3886 0.8964
```

Calculated values
* multiplicity: 1
* Kohn-Sham gap (alpha / beta): 8.48 / 8.48 eV
* net charge: +1

#B
Below is a molecular structure, C16H27BBaN11, with properties calculated with wB97M-V/def2-TZVPD.

The geometry in XYZ format:
```
56
C16H27BBaN11, DFT wB97M-V/def2-TZVPD
Ba -0.5848 0.5259 -1.6374
N 1.0698 -1.0426 -3.2797
N -1.3630 0.1918 1.4404
N 0.3773 -2.5572 -0.3634
N -1.9582 2.1398 0.4508
N -0.4259 2.2975 2.1911
N 2.1672 0.3329 -0.5613
N -3.4062 0.1335 -1.4402
N -0.7752 -2.0763 -0.8928
N -3.2114 0.7775 -2.7084
N 2.5091 -0.9724 -0.3508
N 1.7831 -2.0337 -2.5498
C -1.7401 -2.7648 -0.3363
C -1.2628 1.5948 1.3934
C 1.6645 -2.7489 -4.6581
C 2.9296 1.0699 0.2244
C 0.9995 -1.5357 -4.5114
C -0.3146 3.7284 2.1150
C -0.7273 4.2497 0.7221
C -2.0738 3.5808 0.4398
C 2.1644 -3.0193 -3.3954
C 0.1111 -3.5267 0.5009
C 0.4592 1.6304 3.1707
C 0.5816 0.1599 2.8107
C 3.5490 -0.9855 0.6050
C -0.7121 -0.5464 2.4934
C 3.8235 0.2696 0.9584
C -1.2746 -3.7085 0.5586
B 1.7770 -2.2239 -1.0159
H -4.3542 -0.1838 -1.2836
H -3.0491 0.7715 -0.7386
H -3.4177 0.0067 -3.3492
H 2.7962 -3.7414 -3.0021
H -3.9262 1.4872 -2.9865
H 1.7804 -3.3899 -5.4520
H 0.0139 1.7780 4.1708
H 0.5722 -0.9497 -5.3094
H -2.7509 -2.6076 -0.5747
H 2.4675 -3.1768 -0.7427
H 0.8645 -4.0296 1.0839
H 1.3545 0.0758 2.0196
H -0.5693 -1.5400 2.1943
H 0.7114 4.0340 2.3801
H -2.4251 3.8987 -0.5087
H -0.9451 4.1406 2.9086
H 1.1241 -0.2732 3.6933
H -2.7841 3.9461 1.1946
H -1.8420 -4.5369 1.0731
H 3.9955 -1.9065 0.9855
H -1.4290 -0.6638 3.2941
H 1.4543 2.1422 3.1393
H -0.0964 3.8223 -0.0322
H 4.6239 0.5541 1.6045
H 2.6989 2.1224 0.3152
H -0.8246 5.3734 0.6629
H -2.1798 -0.0944 0.8859
```

Calculated values
* multiplicity: 1
* Kohn-Sham gap: 8.76 eV
* net charge: +1

#A is favored, and the nearest alternative lies 0.0100 hartree above it.

#A
Below is a molecular structure, C4H13NO, with properties calculated with wB97M-V/def2-TZVPD.

The geometry in XYZ format:
```
19
C4H13NO, DFT wB97M-V/def2-TZVPD
O -2.5845 1.1703 -0.9602
N -0.1048 0.2582 -0.0454
C -0.3525 -1.0383 0.6855
C 2.3628 -0.3406 -0.4314
C 1.2072 0.1403 0.4140
C -1.9225 -1.3235 0.8804
H 1.8000 3.2634 -1.3375
H 1.3782 0.5912 1.4031
H -0.0188 -1.9004 0.0920
H 2.2077 -1.3397 -0.8442
H -2.0479 -2.3629 1.1950
H -2.2483 -0.6262 1.6433
H -1.6738 0.9107 -0.6728
H 2.5561 0.3498 -1.2814
H -0.0293 -1.1867 1.7413
H -2.5420 1.6154 -1.8035
H 1.2388 3.2517 -0.8527
H 3.2642 -0.3179 0.1941
H -2.4907 -1.1148 -0.0197
```

Calculated values
* multiplicity: 2
* Kohn-Sham gap (alpha / beta): 5.42 / 6.46 eV
* net charge: -1
* <S²>: 0.7538

#B
Below is 2 unconnected molecules or ions with the total composition C4H13NO, with properties calculated with wB97M-V/def2-TZVPD.

The geometry in XYZ format:
```
19
C4H13NO, DFT wB97M-V/def2-TZVPD
O -0.0981 1.3313 2.4012
N 0.8597 0.2186 -0.8298
C -0.5896 0.0681 -0.7926
C -1.0177 -1.3868 -0.8785
C -0.3905 -2.2239 0.2266
C 1.2361 1.6282 -0.9280
H -0.7756 -3.2402 0.2893
H -2.1018 -1.4682 -0.8460
H 0.6863 -2.2762 0.0707
H -0.7546 1.2012 3.1168
H -0.5640 -1.7448 1.1911
H -1.0008 0.6263 -1.6405
H 0.8195 2.0723 -1.8431
H 0.7493 1.3533 2.8906
H -1.0323 0.4996 0.1205
H -0.7678 -1.7851 -1.8693
H 1.2060 -0.0691 0.0827
H 0.8887 2.2308 -0.0842
H 2.3186 1.6455 -1.0664
```

Calculated values
* multiplicity: 2
* Kohn-Sham gap (alpha / beta): 3.03 / 9.46 eV
* net charge: -1
* <S²>: 0.7505

#B is favored, and the nearest alternative lies 0.1010 hartree above it.

#A
Below is C7H8N2O in the gas phase, with properties calculated with wB97M-V/def2-TZVPD.

The geometry in XYZ format:
```
18
C7H8N2O, DFT wB97M-V/def2-TZVPD
O 3.1402 1.3428 -0.6723
N 3.1120 -0.1133 0.9011
N 0.4156 -1.7738 -0.6768
C 0.1346 -0.6420 0.1963
C -4.9984 0.5740 -0.0300
C 0.9418 0.6372 -0.1058
C -3.8243 0.2723 0.0327
C -1.3025 -0.3306 0.1623
C -2.4880 -0.0692 0.1232
C 2.4302 0.4010 -0.0690
H 0.6857 1.4160 0.6288
H -6.0489 0.8067 -0.0508
H 0.3564 -0.9619 1.2281
H 1.3623 -2.1132 -0.5304
H 0.6918 1.0111 -1.1074
H 0.3278 -1.5081 -1.6548
H 3.9454 1.3614 0.0916
H 2.5693 -0.7449 1.4835
```

Calculated values
* multiplicity: 1
* Kohn-Sham gap: 9.98 eV

#B
Below is C7H8N2O in the gas phase, with properties calculated with wB97M-V/def2-TZVPD.

The geometry in XYZ format:
```
18
C7H8N2O, DFT wB97M-V/def2-TZVPD
O -0.6025 -1.9768 1.2708
N -0.6214 -0.6787 -0.6376
N 0.7228 0.9340 -1.2780
C 1.6823 1.8805 -1.0361
C 0.5026 0.6399 1.0293
C 1.9781 2.3266 0.2089
C -2.2534 -2.5357 -0.4132
C 1.3935 1.6948 1.3629
C -1.0471 -1.6954 0.1181
C 0.2288 0.3890 -0.2087
H -2.5400 -3.2860 0.4093
H -1.3485 -0.2712 -1.4372
H 2.2086 2.5974 -1.9112
H -3.0292 -1.8955 -0.7148
H -1.8306 -3.2293 -1.3982
H -0.0509 -0.0518 1.9067
H 2.6702 3.1723 0.3626
H 1.9367 1.9859 2.3665
```

Calculated values
* multiplicity: 1
* Kohn-Sham gap: 9.83 eV

#B is favored, and the nearest alternative lies 0.0855 hartree above it.

#A
Below is C8H11P in the gas phase, with properties calculated with wB97M-V/def2-TZVPD.

The geometry in XYZ format:
```
20
C8H11P, DFT wB97M-V/def2-TZVPD
P 1.2992 -3.4412 0.6265
C 1.7948 1.0127 0.8389
C -0.9139 1.0969 -0.4138
C -0.4128 2.3676 0.4528
C 0.5106 1.5911 1.4092
C -0.1167 -1.3459 -1.0492
C -0.0205 -2.8161 -0.5014
C 0.7770 0.2137 0.7445
C -0.3915 -0.3109 -0.0268
H -0.9962 -1.3550 -1.7151
H -2.0469 1.1164 -0.3516
H 0.2293 -3.4074 -1.4751
H 0.2173 3.0945 0.0064
H -0.6608 1.3759 -1.4119
H -1.1100 -3.1612 -0.2093
H 2.8306 1.1107 0.4932
H 0.9191 -1.0678 -1.6094
H -1.0570 -0.8524 0.7158
H -1.2649 2.9913 0.9528
H 0.4134 1.7870 2.5237
```

Calculated values
* multiplicity: 1
* Kohn-Sham gap (alpha / beta): 7.08 / 7.01 eV

#B
Below is C8H11P in the gas phase, with properties calculated with wB97M-V/def2-TZVPD.

The geometry in XYZ format:
```
20
C8H11P, DFT wB97M-V/def2-TZVPD
P 4.0311 -0.1316 -0.3546
C 2.5097 -0.1341 0.5862
C 0.0151 0.4566 0.5920
C -0.3045 -1.1221 0.4402
C -1.5093 -1.3954 -0.3855
C -1.0059 1.3604 0.0593
C -2.0133 0.9410 -0.7130
C -2.2810 -0.4705 -0.9801
C 1.3731 0.6755 -0.1920
H -2.6419 1.7205 -1.0223
H -1.6572 -2.3507 -0.7066
H 2.5304 0.4826 1.4395
H 0.5552 -1.6603 -0.0673
H 1.4208 1.7920 -0.1872
H -0.3681 -1.5065 1.4504
H 0.1648 0.6766 1.5836
H 1.1924 0.2114 -1.2233
H 2.1172 -1.1072 0.9005
H -0.8905 2.3795 0.1877
H -3.2382 -0.8179 -1.4074
```

Calculated values
* multiplicity: 1
* Kohn-Sham gap (alpha / beta): 6.95 / 7.05 eV

#B is favored, and the nearest alternative lies 0.0886 hartree above it.